[1]
DFT (the ωB97M-V functional and the def2-TZVPD basis) results for the ion C9H11N2O with charge +1 in a non-equilibrium geometry.

Geometry as XYZ:
```
23
C9H11N2O, DFT the ωB97M-V functional and the def2-TZVPD basis
C -0.836 -3.978 0.913
C 0.063 -3.087 1.510
C -1.523 -3.557 -0.185
C 0.225 -1.783 1.099
C -1.376 -2.257 -0.684
C -0.489 -1.367 -0.069
C 0.847 3.136 -0.560
C -0.543 -0.024 -0.529
C 0.297 0.989 0.184
N 1.110 4.034 -1.477
N -0.075 2.233 -0.408
O -1.287 0.282 -1.429
H -0.893 -5.055 1.380
H 0.642 -3.502 2.305
H -2.294 -4.201 -0.649
H 0.917 -0.997 1.311
H -2.002 -1.813 -1.515
H 1.476 3.229 0.308
H 1.367 0.809 0.020
H 0.059 1.142 1.228
H 1.783 4.667 -1.436
H 0.488 4.181 -2.327
H -0.824 2.219 -1.223
```

Calculated values
* E_tot: -14531.4575 eV
* SMILES string: N/C=[NH+]/CC(=O)c1ccccc1
* net charge: +1
* Kohn-Sham gap: 8.90 eV
* molecular weight: 163.20 g mol⁻¹
* ΔE to the lowest compared entry with this formula, charge and spin: 19.5 kcal/mol
* HOMO level: -12.531 eV

Here are the Mulliken charges for atoms 1 to 8, given in e:
1 C -0.3303
2 C -0.5921
3 C -0.3431
4 C -0.4639
5 C -0.3886
6 C 0.3324
7 C 0.0994
8 C 1.0120


[2]
DFT (the ωB97M-V functional and the def2-TZVPD basis) results for the ion C9H11N2O with charge +1 in a non-equilibrium geometry.

Geometry as XYZ:
```
23
C9H11N2O, DFT the ωB97M-V functional and the def2-TZVPD basis
C -3.615 0.585 0.073
C -3.443 -0.849 -0.254
C -2.567 1.408 0.230
C -2.194 -1.427 -0.285
C -0.172 1.616 -0.129
C -1.228 0.835 0.113
C -1.093 -0.654 0.018
C 1.569 0.062 0.505
C 3.922 -0.320 -0.094
N -0.033 -1.290 0.285
N 2.570 -0.704 -0.234
O 1.156 1.183 -0.104
H -4.672 0.851 0.311
H -4.260 -1.491 -0.131
H -2.754 2.468 0.247
H -2.011 -2.427 -0.575
H -0.329 2.677 -0.303
H 1.542 0.257 1.558
H 3.898 0.703 0.263
H 4.531 -0.761 0.626
H 4.424 -0.438 -1.089
H 2.459 -1.576 0.254
H 2.300 -0.706 -1.285
```

Calculated values
* E_tot: -14527.1975 eV
* net charge: +1
* Kohn-Sham gap (spin up / spin down): 7.68 / 7.68 eV
* molecular weight: 163.20 g mol⁻¹
* ΔE to the lowest compared entry with this formula, charge and spin: 117.7 kcal/mol
* HOMO level (spin up / spin down): -11.540 / -11.541 eV

Here are the Mulliken charges for atoms 1 to 8, given in e:
1 C -0.3687
2 C -0.5542
3 C -0.8843
4 C -0.6063
5 C -0.4691
6 C 0.8127
7 C 0.9838
8 C -0.2641


[3]
DFT (the ωB97M-V functional and the def2-TZVPD basis) results for a cluster of 2 separate species, C9H11N2O in total in a non-equilibrium geometry.

Geometry as XYZ:
```
23
C9H11N2O, DFT the ωB97M-V functional and the def2-TZVPD basis
C 3.271 -1.530 -0.460
C 2.255 -1.901 0.436
C 3.361 -0.164 -0.793
C 1.364 -0.866 0.845
C 2.462 0.808 -0.449
C 1.377 0.436 0.328
C -3.144 0.401 -0.609
C -4.605 -0.960 0.560
C 0.292 1.313 0.501
N -3.981 -0.650 -0.580
N 0.235 2.543 0.026
O -1.965 0.681 -0.391
H 3.893 -2.201 -1.007
H 2.102 -2.884 0.749
H 4.229 0.144 -1.324
H 0.503 -1.105 1.449
H 2.587 1.806 -0.642
H -5.603 -1.076 0.568
H -3.951 -0.936 1.491
H -0.496 0.817 1.023
H -4.536 -0.762 -1.464
H 0.999 3.123 -0.441
H -0.648 2.963 0.186
```

Calculated values
* E_tot: -14527.4103 eV
* net charge: +1
* Kohn-Sham gap (spin up / spin down): 5.00 / 8.66 eV
* 2S+1: 3
* molecular weight: 163.20 g mol⁻¹
* ΔE to the lowest compared entry with this formula, charge and spin: 20.9 kcal/mol
* HOMO level (spin up / spin down): -9.750 / -13.422 eV

Here are the Mulliken charges for atoms 1 to 8, given in e:
1 C -0.4702
2 C -0.5729
3 C -0.4807
4 C -0.3797
5 C -0.5648
6 C 0.8662
7 C 0.0962
8 C -0.5905


[4]
DFT (the ωB97M-V functional and the def2-TZVPD basis) results for the ion C9H11N4S with charge +1 in a non-equilibrium geometry.

Geometry as XYZ:
```
25
C9H11N4S, DFT the ωB97M-V functional and the def2-TZVPD basis
C 0.940 0.645 -2.096
C 1.250 2.527 0.124
C -1.170 0.672 -1.230
C -1.045 2.017 0.799
C 0.103 0.031 -1.075
C 0.421 1.605 0.843
C 0.537 0.092 0.379
C 1.977 -0.302 0.603
C -0.307 -0.764 1.314
N 1.533 1.365 -2.791
N 1.998 3.319 -0.228
N -1.555 1.765 -0.471
N -2.041 0.415 -2.197
S -2.014 2.601 2.054
H 0.089 -1.159 -1.433
H 0.625 1.650 1.908
H 2.283 -0.174 1.690
H 2.672 0.452 0.222
H 2.178 -1.355 0.357
H -0.124 -1.846 1.038
H -1.333 -0.608 1.145
H -0.103 -0.335 2.287
H -2.473 2.160 -0.606
H -1.832 -0.321 -2.835
H -2.852 0.984 -2.274
```

Calculated values
* E_tot: -26298.1661 eV
* SMILES string: CC1(C)[C@H](C#N)C(=[NH2+])NC(=S)[C@@H]1C#N
* net charge: +1
* Kohn-Sham gap: 7.94 eV
* molecular weight: 207.28 g mol⁻¹
* ΔE to the lowest compared entry with this formula, charge and spin: 22.2 kcal/mol
* HOMO level: -13.456 eV

Here are the Mulliken charges for atoms 1 to 8, given in e:
1 C -0.2432
2 C -0.2782
3 C 0.1737
4 C -0.3617
5 C 0.7139
6 C 0.3253
7 C 0.4127
8 C -1.8023


[5]
DFT (the ωB97M-V functional and the def2-TZVPD basis) results for a cluster of 2 separate species, C9H11N5O5 in total in a non-equilibrium geometry.

Geometry as XYZ:
```
30
C9H11N5O5, DFT the ωB97M-V functional and the def2-TZVPD basis
O -4.485 1.673 1.457
N -4.101 1.268 0.343
O -4.864 0.691 -0.470
C -2.726 1.432 -0.066
C -2.283 0.940 -1.296
C -0.919 1.035 -1.653
N -0.519 0.629 -2.974
O -1.403 0.254 -3.767
O 0.686 0.721 -3.304
C 0.039 1.658 -0.819
C -0.401 2.182 0.432
N 0.287 2.901 1.367
O -0.728 3.255 2.300
N -1.968 2.765 1.969
C -1.760 2.063 0.819
H -2.992 0.528 -2.019
H 1.005 1.969 -1.207
C 2.130 -3.581 1.476
C 2.692 -2.363 0.758
C 1.627 -1.298 0.501
N 2.148 -0.135 -0.163
H 2.913 -4.328 1.625
H 1.724 -3.312 2.458
H 1.326 -4.041 0.892
H 3.495 -1.911 1.351
H 3.113 -2.654 -0.212
H 0.781 -1.755 -0.046
H 1.228 -0.945 1.460
H 2.427 -0.295 -1.129
H 1.529 0.655 -0.085
```

Calculated values
* E_tot: -27189.6893 eV
* SMILES string: O=[N+]([O-])c1cc([N+](=O)[O-])c2nonc2c1.CCCN
* net charge: 0
* Kohn-Sham gap: 6.57 eV
* molecular weight: 269.22 g mol⁻¹
* ΔE to the lowest compared entry with this formula, charge and spin: 17.6 kcal/mol
* HOMO level: -9.490 eV

Here are the Mulliken charges for atoms 1 to 8, given in e:
1 O -0.5346
2 N 0.9173
3 O -0.5853
4 C -0.4777
5 C -0.2823
6 C -0.0073
7 N 0.9712
8 O -0.5763


[6]
DFT (the ωB97M-V functional and the def2-TZVPD basis) results for the molecule C9H11N5OS2 in a non-equilibrium geometry.

Geometry as XYZ:
```
28
C9H11N5OS2, DFT the ωB97M-V functional and the def2-TZVPD basis
C 4.683 0.639 -0.672
N 3.360 0.937 -0.221
C 2.390 0.093 0.215
N 1.333 0.824 0.527
N 1.669 2.083 0.276
N 2.850 2.171 -0.161
S 2.597 -1.616 0.314
C 1.038 -2.109 1.117
H 0.838 -1.394 1.913
H 1.238 -3.099 1.526
C -0.129 -2.205 0.129
O -0.512 -3.271 -0.302
N -0.657 -1.013 -0.180
H -0.238 -0.164 0.198
C -1.789 -0.859 -1.071
C -2.817 0.032 -0.455
C -2.666 1.332 -0.077
C -3.835 1.875 0.503
C -4.852 0.980 0.559
S -4.406 -0.548 -0.089
H -5.845 1.119 0.939
H -3.909 2.887 0.858
H -1.753 1.887 -0.206
H -2.194 -1.855 -1.261
H -1.446 -0.429 -2.023
H 5.235 0.116 0.111
H 5.172 1.581 -0.908
H 4.643 0.006 -1.559
```

Calculated values
* E_tot: -40679.0945 eV
* SMILES string: Cn1nnnc1SCC(=O)NCc1cccs1
* net charge: 0
* Kohn-Sham gap: 9.23 eV
* molecular weight: 269.35 g mol⁻¹
* HOMO level: -8.806 eV

Here are the Mulliken charges for atoms 1 to 8, given in e:
1 C -0.8643
2 N 0.5587
3 C 0.4461
4 N -0.0936
5 N -0.6712
6 N -0.4411
7 S -0.1490
8 C -0.8006


[7]
DFT (the ωB97M-V functional and the def2-TZVPD basis) results for the molecule C9H11NO in a non-equilibrium geometry.

Geometry as XYZ:
```
22
C9H11NO, DFT the ωB97M-V functional and the def2-TZVPD basis
C -1.667 2.341 -1.558
C -2.021 1.860 -0.275
C -0.431 2.067 -2.055
C -1.148 0.993 0.362
C 0.417 1.230 -1.395
C 0.035 0.693 -0.192
C 0.869 -1.328 0.892
C 1.890 -2.132 1.631
C -0.355 -2.081 0.322
N 0.982 -0.061 0.576
O 2.107 0.660 0.760
H -2.264 3.065 -2.058
H -2.729 2.388 0.330
H -0.194 2.315 -3.113
H -1.513 0.410 1.223
H 1.399 1.205 -1.726
H 2.359 -1.470 2.341
H 1.368 -2.937 2.242
H 2.696 -2.588 0.993
H -0.304 -1.987 -0.769
H -0.280 -3.114 0.759
H -1.217 -1.531 0.711
```

Calculated values
* E_tot: -13045.8570 eV
* SMILES string: CC(C)=[N+]([O-])c1ccccc1
* net charge: 0
* Kohn-Sham gap (spin up / spin down): 9.01 / 9.01 eV
* molecular weight: 149.19 g mol⁻¹
* ΔE to the lowest compared entry with this formula, charge and spin: 74.2 kcal/mol
* HOMO level (spin up / spin down): -8.195 / -8.194 eV

Here are the Mulliken charges for atoms 1 to 8, given in e:
1 C -0.4128
2 C -0.7642
3 C -0.4068
4 C 0.1428
5 C -0.4076
6 C -0.3848
7 C 0.8290
8 C -1.2138


[8]
DFT (the ωB97M-V functional and the def2-TZVPD basis) results for a structure of composition C9H11NO3 in a non-equilibrium geometry.

Geometry as XYZ:
```
24
C9H11NO3, DFT the ωB97M-V functional and the def2-TZVPD basis
C -4.010 -1.133 0.276
C -1.658 -0.514 -0.035
C -0.384 -0.987 0.002
C 0.772 -0.119 -0.084
C 3.449 -0.415 -0.027
C 3.502 1.168 0.006
C 0.684 1.233 -0.093
C -0.674 1.737 0.019
C -1.731 0.918 -0.123
H -4.449 -1.129 -0.942
H -3.854 0.037 0.837
H -4.489 -2.068 1.167
H -0.056 -2.027 -0.377
H 1.954 -1.845 -0.324
H 3.100 1.336 1.192
H 3.075 1.745 -0.862
H 4.529 1.585 0.189
H 1.517 1.952 0.072
H -0.842 2.753 0.198
H -3.193 2.245 0.082
N 2.065 -0.867 -0.385
O -2.642 -1.328 -0.196
O 4.301 -1.227 0.363
O -3.090 1.324 0.060
```

Calculated values
* E_tot: -17138.3451 eV
* net charge: 0
* Kohn-Sham gap: 8.79 eV
* molecular weight: 181.19 g mol⁻¹
* ΔE to the lowest compared entry with this formula, charge and spin: 147.9 kcal/mol
* HOMO level: -8.274 eV

Here are the Mulliken charges for atoms 1 to 8, given in e:
1 C -0.6142
2 C -0.0099
3 C -0.4915
4 C 0.9726
5 C 0.4904
6 C -0.9606
7 C -0.5144
8 C -0.9834